(1)
Molecular formula: C30H77N3O10
Method: DFT, the ωB97M-V functional and the def2-TZVPD basis

Calculated values
SMILES string: COCCNCCOC.COCCNCCOC.COCCNCCOC.CC(C)O.CC(C)O.CC(C)O.CC(C)O
F_max: 0.0406 Eh/bohr
Highest occupied orbital energy: -8.1 eV
Orbital gap: 8.826 eV
Energy: -2105.70359 Eh

Each line ends with the Mulliken charge.
CARTESIAN COORDINATES (ANGSTROEM)
O -0.3483 -1.9421 -0.1005  0.098
O -1.1862 5.1308 -0.2678  -0.511
O 4.5474 0.9800 -4.4336  -0.373
O 0.1983 3.0799 -3.3386  -0.062
O -1.2536 2.6447 5.5524  -0.599
O 2.4183 -3.5644 -1.4606  -0.433
O 0.0402 -3.3597 4.4445  -0.214
O 3.8777 2.1258 -0.1385  -0.405
O -3.4522 0.4654 -3.9456  -0.440
O -3.3221 -4.1445 0.4745  -0.182
N 2.5364 1.1676 -2.5453  0.012
N -3.1430 0.1527 -1.2310  -0.169
N -2.7391 -3.8468 3.4594  -0.035
C -2.9540 -5.4175 0.0215  -0.860
C -1.1086 -3.4572 5.2516  -0.669
C -3.7074 -4.6957 2.8558  -0.556
C 2.4865 0.1088 -3.5651  -0.416
C 2.5423 1.6961 -0.1480  -0.048
C 3.2479 0.5466 -4.7923  -0.728
C 0.5491 4.2002 -4.1666  0.829
C 0.2598 1.4725 4.0649  -0.984
C 2.2569 -4.9714 -1.4603  0.658
C -0.0108 4.9476 1.7668  -0.946
C -0.7113 4.6204 -4.8879  -1.535
C -4.2403 -4.1523 1.5427  -0.773
C 4.1048 3.1353 0.8376  -0.710
C 3.6580 -5.5607 -1.2561  -1.525
C 0.5697 1.5465 6.6004  -1.494
C 0.9498 -2.4427 5.0404  -0.660
C 1.1896 5.3389 -3.3983  -1.325
C -3.9915 1.4793 -3.1283  -0.630
C -1.3802 4.8498 1.1202  0.491
C -1.9146 3.4272 1.2306  -1.040
C -3.3750 1.5244 -1.7218  -0.600
C -2.0860 -4.4263 4.6131  -0.706
C -1.9003 -0.1191 -0.5858  0.832
C 5.2419 1.5137 -5.5237  -0.799
C 1.3416 -5.4055 -0.3441  -1.052
C 2.3505 0.6311 -1.2014  -0.498
C -2.0915 0.7152 -4.1802  0.073
C -1.6396 -1.6140 -0.5675  -0.798
C 0.1068 2.2673 5.3577  0.765
C -0.3222 -2.1203 1.2959  -0.016
H 0.2212 2.0858 7.4842  0.369
H 0.7293 3.1671 5.2353  0.186
H -5.1092 -4.7692 1.2654  0.480
H -1.5989 2.9750 4.7171  0.298
H 4.3360 -5.0318 -1.9262  0.368
H 3.8943 2.7222 1.8334  0.279
H 1.2644 0.4813 -1.1282  -0.202
H 1.6415 1.3745 6.6782  0.372
H 1.7301 5.9564 -4.1193  0.405
H 2.7224 -0.3795 -1.0002  0.673
H 0.3012 -5.0745 -0.4431  0.060
H 0.6296 -2.4836 1.6751  0.330
H -1.8713 4.6752 -0.7667  0.309
H -1.4502 5.0672 -4.2229  0.275
H -2.4841 2.1552 -1.6887  0.186
H 3.3001 -0.3325 -5.4486  0.422
H -1.5010 0.5556 -3.2747  -0.148
H -2.8172 -4.7275 5.3642  0.456
H -5.0495 1.2496 -2.9946  0.309
H -1.0438 0.3434 -1.0905  -0.541
H 5.1719 3.3389 0.7905  0.271
H -1.4669 -5.2871 4.3028  0.311
H -0.5556 0.7568 3.9501  0.341
H 1.3020 3.8308 -4.8792  0.158
H -2.7902 3.2259 0.6047  0.515
H -1.5780 -2.4736 5.3792  0.321
H -2.0689 5.5734 1.5671  0.205
H -1.8819 0.2791 0.4424  -0.013
H 4.0055 -5.4852 -0.2244  0.369
H -2.1892 3.0333 2.2138  0.280
H 2.9321 -0.8241 -3.1827  0.369
H 1.8593 -2.5355 4.4507  0.286
H -1.0732 -2.8573 1.6033  -0.581
H -2.3516 -5.3105 -0.8780  0.272
H -1.6416 -1.9383 -1.6183  0.282
H 0.3912 5.9376 1.5616  0.411
H 0.6343 4.1641 1.3700  -0.036
H -1.1335 2.7516 0.8627  0.089
H 2.7181 1.3679 -5.2904  0.308
H 1.9275 5.0340 -2.6516  0.314
H 0.2604 2.2046 3.2512  0.077
H -2.0765 -3.3537 2.8864  -0.101
H 1.5993 -3.1125 -1.6913  0.215
H 3.4908 4.0218 0.6667  0.244
H 0.4401 5.9002 -2.8359  0.264
H 3.4619 1.5785 -2.6382  0.342
H -4.6084 -3.1400 1.7108  0.289
H 1.2472 -6.4965 -0.2546  0.435
H 1.8358 2.4975 -0.4168  -0.053
H 2.2089 1.2935 0.8214  0.317
H -1.1056 3.7933 -5.4741  0.317
H 0.1023 0.5569 6.6889  0.265
H 6.2874 1.2083 -5.4425  0.251
H -4.5920 -4.9195 3.4659  0.351
H 4.8306 1.2654 -6.5020  0.352
H 1.6626 -5.1132 0.6581  0.289
H -3.2945 -5.7114 2.6924  0.341
H -2.3876 -5.9496 0.7901  0.307
H 1.0472 2.7645 -2.9776  -0.132
H 1.1523 -2.6546 6.0963  0.398
H -0.1165 4.7651 2.8391  0.294
H -0.8769 -3.8720 6.2416  0.448
H 0.5541 -1.4202 5.0054  0.097
H -3.8222 -6.0298 -0.2625  0.299
H -0.5974 -1.2090 1.8503  0.288
H -0.4593 5.4192 -5.5966  0.434
H 1.9674 -5.3621 -2.4437  0.202
H -2.4038 -2.2469 -0.1026  0.137
H 1.2129 0.9462 3.9814  0.378
H 3.6725 -6.6242 -1.5011  0.401
H 1.4622 -0.1718 -3.8279  0.193
H -1.9209 1.6937 -4.6373  0.007
H -1.6189 0.0232 -4.8884  0.354
H -4.0874 1.8326 -0.9488  0.368
H -3.8784 2.4537 -3.6158  0.405
H -3.5846 -0.5637 -1.7788  0.333
H 5.2836 2.6129 -5.4743  0.273

=====

(2)
Molecular formula: C30H78BaO23P5
Method: DFT, the ωB97M-V functional and the def2-TZVPD basis

Calculated values
F_max: 0.0915 Eh/bohr
Highest occupied orbital energy: -2.6 eV
Orbital gap: 4.604 eV
Energy: -4653.13150 Eh
Charge: -1

Each line ends with the Mulliken charge.
CARTESIAN COORDINATES (ANGSTROEM)
Ba -0.9551 -0.8188 0.4058  0.695
P 0.5938 0.9948 -2.8316  -0.275
P 2.2925 -3.7201 4.6107  1.093
P 1.4253 1.9327 2.4482  -1.109
P -2.7037 2.6287 -1.0028  -0.399
P -1.9114 -2.9198 -2.7612  0.276
O 0.5880 0.2391 -1.5715  0.456
O 2.4692 -4.4571 6.0497  -0.380
O 1.7712 2.1040 -2.9651  -0.388
O -2.8534 -0.3023 1.9747  -1.013
O -2.0349 1.3260 -0.8516  1.329
O 0.8096 0.0582 -4.1774  -0.449
O 1.7634 -2.2916 5.1117  -0.427
O -1.8121 -3.1820 1.3235  -0.961
O 1.7106 3.4805 2.0189  0.615
O -2.8568 -4.2504 -2.6292  -0.454
O 3.8239 -3.4627 4.1906  -0.328
O -0.3845 -3.4777 -2.5408  0.084
O -3.3610 3.2547 0.3288  -0.299
O 2.8951 1.2688 2.4004  -0.422
O 0.4137 1.3147 1.4959  1.348
O 1.2717 -2.0145 1.0290  -0.013
O -1.9580 -2.7074 -4.3750  -0.370
O -3.8958 2.6072 -2.0446  -0.381
O 1.1153 2.0729 4.0575  -0.442
O -0.7896 1.7616 -3.2465  1.158
O -2.2995 -1.8076 -1.8843  -0.186
O -1.6561 3.8779 -1.4766  0.341
O 1.4644 -4.4379 3.6237  -0.620
C 2.8990 3.9825 -1.9150  -1.094
C 2.5865 -1.5674 -4.7135  -1.638
C 2.4520 5.7708 2.1386  -1.274
C 2.7893 -6.6048 7.0149  -1.402
C 1.4050 -1.2243 4.2429  0.445
C 3.3519 0.9052 1.0456  0.896
C -5.8989 1.5767 -3.1200  -1.375
C 2.5931 4.2946 2.7433  -0.209
C -4.2035 -5.8309 -1.5098  -1.591
C -2.1710 5.1618 -1.6838  -0.390
C -3.0006 -2.0772 -4.9501  -0.602
C 1.4555 -4.9993 -3.1730  -1.215
C -2.4596 -0.7874 -5.4929  -0.635
C -2.9121 3.9801 2.5190  -1.476
C -0.3220 3.6618 5.0176  -1.318
C -3.1222 -4.8235 -1.4303  0.159
C -0.8289 2.3968 -4.5092  -0.376
C 1.1558 -1.3146 -4.2026  0.384
C -0.2262 2.1660 4.5483  0.596
C -1.3646 6.1563 -0.7998  -0.964
C -3.0512 2.7466 1.6101  0.641
C 4.9103 -4.3155 2.1289  -1.384
C 1.5396 3.4633 -2.4397  0.136
C -0.0582 -4.6505 -3.2490  -0.420
C -2.3273 2.7276 -4.7787  -0.728
C -0.1203 -1.1919 3.9459  -0.332
C 4.1802 -3.1477 2.8744  0.663
C -4.8524 1.5451 -1.9290  0.171
C 4.6962 1.5879 1.0554  -1.265
C 3.2610 -5.5882 6.0312  -0.055
H -3.2214 5.2205 -1.3984  0.370
H 4.6860 2.5483 1.5708  0.142
H 3.6160 3.9313 2.6443  0.064
H 0.0557 4.3561 4.2670  0.141
H -2.6243 3.2498 -5.6882  0.498
H 4.7656 -2.2283 2.8804  0.295
H -4.3786 0.5715 -2.0545  -0.078
H -3.8627 -1.9423 -4.2970  0.406
H -2.6433 3.4212 -3.9996  -0.074
H 2.7970 1.2767 0.1840  -0.479
H -0.4332 1.4697 5.3609  0.328
H 3.3707 -6.1132 5.0823  0.311
H -6.6661 0.8448 -2.8673  0.445
H -0.3860 1.8409 -5.3355  0.261
H -1.9237 -3.9282 0.7029  -0.065
H 1.6256 -5.0571 -2.0979  0.336
H -0.5541 -5.4205 -2.6580  0.310
H 0.8323 3.4495 -1.6105  -0.031
H 5.5558 -3.9690 1.3218  0.405
H -2.0709 5.5644 -2.6918  0.281
H 2.9131 -0.9866 -5.5762  0.375
H 3.1546 5.9587 1.3267  0.321
H 4.2455 -5.0714 1.7108  0.293
H -4.2701 -6.4304 -0.6019  0.407
H 3.3136 -2.8539 2.2822  -0.443
H 0.2717 3.8432 5.9135  0.368
H 5.4928 0.9628 1.4586  0.329
H 1.1069 -1.7714 -3.2142  -0.014
H 4.2525 -5.2271 6.3044  0.252
H -2.7347 3.7044 3.5585  0.384
H 2.6360 4.9382 -1.4614  0.335
H 4.9743 1.7550 0.0149  0.418
H -1.8380 -0.9946 -6.3640  0.322
H 1.4020 5.9694 1.9241  0.208
H -3.1331 0.6125 2.1732  -0.045
H -0.9783 1.8755 3.8149  -0.345
H -0.3140 3.3413 -4.3332  0.380
H -1.7100 7.1900 -0.8167  0.455
H -4.0679 -6.4882 -2.3686  0.343
H -2.0412 4.5855 2.2680  0.158
H 2.0575 -2.2917 0.5189  -0.306
H -5.4429 1.6070 -1.0149  0.392
H -3.8552 4.5267 2.5202  0.415
H -2.9713 1.8837 -4.5315  -0.146
H 3.2092 -1.2081 -3.8942  0.311
H -1.3578 3.9441 5.2057  0.450
H -3.1960 -0.0341 -5.7729  0.475
H -6.3424 2.5720 -3.0945  0.356
H 0.4271 -1.8660 -4.7968  0.166
H 2.1720 -4.3316 -3.6515  0.136
H 2.7991 6.3788 2.9740  0.408
H 1.7687 -6.9100 6.7840  0.326
H 1.0439 4.1784 -3.0962  0.315
H -2.2100 -5.1350 -0.9215  0.312
H -0.3020 -0.6029 3.0469  -0.330
H 2.3170 4.3335 3.7970  0.313
H -3.2968 -2.7175 -5.7810  0.302
H -3.4951 -4.1001 -0.7052  0.204
H 3.2930 3.3026 -1.1597  0.005
H 3.4524 -0.1794 1.0862  0.070
H 1.8473 -0.3127 4.6449  0.072
H -5.4696 1.3687 -4.1001  0.238
H -2.1122 2.2000 1.6980  -0.533
H 3.7870 4.1411 -2.5268  0.388
H 2.7120 -2.6087 -5.0100  0.424
H 3.4179 -7.4905 7.1072  0.388
H -0.7376 -0.7218 4.7114  0.144
H -1.8602 -0.2481 -4.7594  -0.234
H -0.3634 -2.2212 3.6821  0.391
H -0.5381 -4.8028 -4.2157  0.459
H -5.1937 -5.3800 -1.4433  0.328
H 1.8084 -1.4180 3.2490  -0.226
H -1.4486 5.8547 0.2442  0.012
H -3.8660 2.0947 1.9255  0.525
H 5.5336 -4.8243 2.8642  0.316
H 1.4989 -5.9981 -3.6073  0.389
H 2.7115 -6.1998 8.0239  0.312
H -0.3063 6.1455 -1.0607  0.236

=====

(3)
Molecular formula: C30H79AlBN5O10
Method: DFT, the ωB97M-V functional and the def2-TZVPD basis

Calculated values
F_max: 0.0961 Eh/bohr
Highest occupied orbital energy: -11.9 eV
Orbital gap: 1.520 eV
Energy: -2482.77579 Eh
Charge: +2

Each line ends with the Mulliken charge.
CARTESIAN COORDINATES (ANGSTROEM)
Al -20.8868 -12.3962 15.1865  1.185
O -19.7851 -15.2019 14.8428  -0.025
O -16.3811 -7.0398 18.1687  -0.464
O -21.1115 -9.5191 14.1794  0.097
O -20.4351 -11.4120 12.2529  0.087
O -11.3018 -2.7927 18.3299  -0.333
O -21.3092 -10.5235 17.6700  0.123
O -14.2312 -10.0586 13.6707  -0.457
O -14.2535 -13.9155 16.2908  -0.037
O -19.5566 -13.8142 17.4472  -0.045
O -25.3871 -10.2938 17.5034  -0.264
N -14.0271 -5.3362 17.7554  -0.243
N -22.4536 -13.4514 17.6361  0.143
N -12.3417 -11.5678 15.3212  -0.303
N -18.6349 -13.4012 13.1855  0.114
N -23.4359 -10.7547 15.5977  0.639
C -23.5045 -9.7957 14.4845  -0.843
C -22.7292 -12.3621 18.6083  -0.676
C -21.4861 -11.0213 11.3909  -0.786
C -18.0794 -12.1581 12.6334  -0.036
C -13.1555 -13.4188 17.0163  -0.832
C -19.1129 -11.5349 11.6006  -1.222
C -14.4622 -11.4225 13.9587  0.815
C -12.9363 -11.8981 16.6648  -0.424
C -14.7442 -15.2080 16.7330  -0.778
C -16.9935 -8.3743 18.2020  -0.280
C -18.1188 -13.7886 17.7339  -0.997
C -18.3942 -15.4339 14.6389  -1.019
C -20.5429 -16.3265 15.2447  -0.990
C -9.8850 -2.8676 18.5291  -0.704
C -17.7024 -14.2036 13.9253  0.019
C -21.5600 -11.3628 18.7840  -0.680
C -25.9019 -10.7752 16.2713  -0.943
C -11.9170 -4.0320 18.3271  -0.491
C -20.1089 -8.5695 13.7871  -0.983
C -21.7602 -14.6680 18.1004  -1.320
C -24.6973 -11.4670 15.5951  -0.537
C -26.2750 -9.4752 18.2257  -0.889
C -15.7059 -6.8724 16.9406  -0.223
C -20.7732 -9.2928 17.9700  -0.959
C -15.1382 -5.4716 16.8419  -0.739
C -13.0545 -12.0906 14.1576  -1.149
C -22.3157 -8.7867 14.5505  -0.635
C -13.3527 -4.0094 17.7306  -0.629
C -20.3281 -14.4991 18.4502  -0.557
C -15.2953 -9.1129 13.9933  -0.235
B -18.3636 -10.9786 16.0498  4.290
H -20.3173 -7.8578 12.9883  0.402
H -20.2699 -8.9442 17.0682  -0.167
H -17.8039 -8.4345 17.4755  -0.044
H -24.5125 -12.4062 16.1165  -0.065
H -21.7707 -10.7873 19.6854  0.545
H -22.8898 -12.8905 19.5480  0.617
H -14.8481 -7.5431 16.9911  0.267
H -24.3492 -9.1075 14.5165  0.387
H -22.5973 -7.9695 13.8865  0.478
H -20.6007 -11.8017 19.0579  0.283
H -19.6562 -8.1158 14.6688  0.313
H -14.4082 -5.4963 18.6770  0.249
H -27.0606 -10.1291 18.6042  0.345
H -16.3432 -9.2146 17.9589  0.165
H -14.7626 -5.5893 15.8255  0.408
H -22.4161 -10.9188 11.9501  0.031
H -18.7598 -13.9429 12.3422  0.306
H -18.7257 -11.1960 17.0427  -0.538
H -12.2857 -10.5655 15.2096  0.343
H -17.5703 -14.6984 17.9781  0.495
H -17.4337 -10.4328 16.0886  -0.534
H -17.0434 -14.5744 13.1403  0.782
H -17.8809 -15.6640 15.5726  0.232
H -20.3702 -16.6641 16.2666  0.333
H -13.9037 -3.3182 18.3683  0.301
H -21.5878 -16.0726 15.0664  0.244
H -20.2883 -17.1242 14.5468  0.416
H -9.6483 -3.5422 19.3518  0.315
H -19.9840 -9.3622 18.7186  0.457
H -12.5983 -11.8815 13.1900  0.540
H -9.3444 -3.0891 17.6090  0.278
H -13.1820 -13.1698 14.2430  0.262
H -18.6962 -10.6204 11.1785  0.417
H -12.2379 -13.9909 16.8790  0.401
H -17.1412 -12.3733 12.1220  0.495
H -23.5309 -11.6613 18.3751  -0.097
H -15.6064 -9.2913 15.0226  -0.097
H -21.8179 -15.4448 17.3379  0.331
H -13.8813 -15.8672 16.8283  0.403
H -26.3703 -9.9611 15.7181  0.413
H -15.8605 -4.6715 17.0035  0.363
H -13.9045 -11.3986 16.7004  0.129
H -23.3753 -13.8350 17.4830  0.284
H -26.6351 -8.6063 17.6749  0.326
H -11.4395 -4.8260 17.7529  0.340
H -22.1715 -8.5260 15.5990  0.276
H -13.2985 -3.5823 16.7292  0.369
H -22.2244 -15.1155 18.9792  0.513
H -26.7252 -11.4669 16.4501  0.526
H -15.5776 -15.5549 16.1221  0.070
H -17.1312 -13.6467 14.6681  -0.674
H -21.6442 -11.7064 10.5580  0.357
H -18.2061 -11.9187 15.5442  -1.483
H -15.1089 -11.9514 13.2587  -0.089
H -19.0602 -10.4342 15.4312  -1.367
H -17.5383 -13.5147 16.8529  -0.121
H -25.8863 -8.9866 19.1192  0.278
H -20.2775 -13.9323 19.3799  0.413
H -24.9885 -11.8572 14.6199  0.539
H -21.3091 -9.9989 11.0572  0.360
H -19.1323 -12.2863 10.8113  0.511
H -9.5813 -1.8600 18.8129  0.257
H -13.3939 -13.4241 18.0799  0.474
H -15.1908 -15.1028 17.7217  0.336
H -16.2623 -7.0570 16.0217  0.210
H -18.2071 -16.2154 13.9025  0.701
H -16.1694 -9.1987 13.3478  0.181
H -14.9608 -11.5762 14.9157  -0.219
H -23.4612 -10.1807 16.4284  0.025
H -12.3309 -11.4679 17.4626  0.457
H -19.8758 -15.4837 18.5690  0.568
H -19.2367 -9.0200 13.3133  -0.028
H -17.4648 -8.4661 19.1805  0.352
H -17.8825 -11.4039 13.3954  -0.243
H -11.9180 -4.3531 19.3687  0.330
H -23.5472 -10.3283 13.5345  0.175
H -21.4841 -8.5390 18.3086  0.330
H -17.8551 -13.0521 18.4928  0.302
H -14.8817 -8.1059 13.9394  0.373